Computed, not measured: a structure of composition CH12O6, with the ωB97M-V functional and the def2-TZVPD basis.

```
19
Properties=species:S:1:pos:R:3:mulliken_charge:R:1
O -1.578 -0.617 1.970 -0.390
C -0.827 -1.462 2.318 0.056
H -1.100 -2.308 3.014 0.267
H 0.296 -1.420 2.147 0.122
H 1.169 -0.834 -0.596 0.537
H 2.437 -1.450 -0.115 0.388
O 1.574 -1.175 0.220 -0.239
H 1.150 2.238 -0.816 0.298
H -0.214 2.183 -0.207 0.356
O 0.213 2.239 -1.057 -0.647
H -1.010 0.352 -3.644 0.318
H -0.773 1.066 -2.308 0.347
O -0.788 0.199 -2.732 -0.688
H -0.026 2.104 2.884 0.324
H -0.706 1.277 1.981 0.336
O -0.287 2.158 1.951 -0.642
H 0.384 -1.126 -2.114 0.393
H 1.377 -2.311 -2.199 0.372
O 1.087 -1.593 -1.634 -0.507
```

Properties
- Molar mass: 120.10 g mol⁻¹
- Multiplicity: 2
- E: -13504.5024 eV
- Net charge: +1
- Highest occupied orbital energy (spin up / spin down): -14.4 / -13.9 eV
- Energy relative to the best compared isomer or geometry (same formula, charge and spin): 25.76 kcal/mol
- HOMO-LUMO gap (spin up / spin down): 10.573 / 4.302 eV